Record 1
Density functional theory data (ωB97M-V/def2-TZVPD) for C6H10O in the gas phase.

Positions of all 17 atoms, in Å:
O  1.814  -1.351  0.881
C  -1.841  0.190  -0.251
C  0.493  0.470  0.183
C  -0.676  -0.325  0.136
C  1.752  -0.077  0.587
C  2.890  0.426  -0.365
C  -3.128  -0.574  -0.252
H  2.769  -0.054  -1.329
H  -3.955  0.054  -0.577
H  3.816  0.238  0.166
H  2.829  1.503  -0.519
H  -3.058  -1.508  -0.806
H  -3.375  -0.852  0.774
H  0.327  1.526  -0.020
H  -0.579  -1.367  0.432
H  -1.909  1.215  -0.613
H  1.832  0.486  1.574

Properties
spin multiplicity: 1
gap between HOMO and LUMO: 6.1844 eV
ΔE to the lowest compared entry with this formula, charge and spin: 3.687 eV

=====

Record 2
Density functional theory data (ωB97M-V/def2-TZVPD) for an isolated ion of composition C2H2N3OS and charge +1.

Positions of all 9 atoms, in Å:
S  -3.216  0.140  2.436
O  -4.164  -0.896  2.677
N  -2.195  -0.039  0.647
N  -0.040  0.302  0.322
N  -1.475  0.119  1.935
C  -0.237  0.451  1.631
C  -1.323  0.021  -0.175
H  0.819  0.451  -0.278
H  0.362  0.534  2.570

Properties
net charge: +1
spin multiplicity: 1
gap between HOMO and LUMO (spin up / spin down): 5.3271 / 5.3258 eV
ΔE to the lowest compared entry with this formula, charge and spin: 3.834 eV

=====

Record 3
Density functional theory data (ωB97M-V/def2-TZVPD) for C33H30HfN6O3 as an isolated structure.

Positions of all 73 atoms, in Å:
Hf  -0.241  0.062  0.355
O  -1.751  -0.844  1.341
O  2.829  -3.490  -2.795
O  1.735  -0.497  -0.001
N  -2.256  0.865  -0.693
N  1.038  -2.283  -1.221
N  0.653  0.013  2.489
N  0.028  2.296  1.128
N  0.502  1.430  -1.449
N  -0.153  -1.934  -0.582
C  -3.257  -3.819  -0.142
C  1.236  2.472  -1.032
C  0.812  1.141  3.188
C  1.977  2.916  -3.255
C  1.282  2.721  0.452
C  1.428  1.153  4.428
C  5.641  -0.825  -1.340
C  -4.925  1.031  -1.405
C  0.495  1.124  -2.751
C  -2.323  -2.795  0.113
C  1.710  -1.217  4.229
C  3.703  -2.617  -2.276
C  1.219  1.839  -3.686
C  -1.059  -2.865  -0.554
C  1.993  -1.469  -0.853
C  0.209  2.385  2.598
C  -2.478  2.617  1.007
C  4.345  -0.729  -0.898
C  -4.396  1.860  -0.429
C  3.354  -1.617  -1.349
C  -1.095  3.193  0.715
C  1.881  -0.045  4.956
C  -3.058  1.750  -0.080
C  -2.769  0.081  -1.653
C  1.097  -1.145  2.997
C  5.025  -2.706  -2.722
C  -3.868  -1.836  1.721
C  5.974  -1.825  -2.259
C  -2.640  -1.798  1.065
C  1.984  3.240  -1.906
C  -4.476  -3.834  0.493
C  -4.094  0.117  -2.035
C  -4.772  -2.839  1.425
H  1.187  1.549  -4.726
H  -0.099  0.268  -3.046
H  -4.453  -0.551  -2.804
H  2.562  4.076  -1.534
H  0.956  -2.027  2.385
H  5.271  -3.481  -3.434
H  -5.971  1.104  -1.672
H  -5.019  2.592  0.068
H  -2.479  2.057  1.949
H  6.399  -0.144  -0.979
H  4.069  0.029  -0.178
H  -0.772  2.537  3.051
H  -3.001  -4.597  -0.850
H  -0.970  4.147  1.236
H  2.558  3.497  -3.958
H  -0.993  3.390  -0.352
H  0.810  3.266  2.844
H  -5.724  -2.859  1.939
H  -2.085  -0.618  -2.120
H  2.051  -2.170  4.606
H  -3.161  3.451  1.168
H  -0.819  -3.788  -1.080
H  2.366  -0.068  5.922
H  2.107  2.146  0.885
H  6.993  -1.912  -2.613
H  1.471  3.779  0.661
H  -5.191  -4.616  0.285
H  1.942  -3.329  -2.422
H  -4.090  -1.083  2.465
H  1.550  2.081  4.968

Properties
net charge: +2
spin multiplicity: 1
gap between HOMO and LUMO: 6.8769 eV
ΔE to the lowest compared entry with this formula, charge and spin: 0.000 eV